The following is a DFT calculation (ωB97M-V/def2-TZVPD) of C15H24CsN3O9 as an isolated structure.

highest occupied orbital energy: -7.49 eV
orbital gap: 7.4 eV
calculated total energy: -39387.091 eV
maximum force: 0.3 eV/Å

Atoms and positions in Å:
Cs (1.27884, 0.40288, 0.52804)
C (-1.04189, -2.06376, 1.36003)
O (-1.24721, -0.84110, 2.06311)
C (-2.37953, -0.14440, 1.57115)
C (-2.53213, 1.13091, 2.36274)
O (-1.50106, 2.06913, 2.08824)
C (-1.86453, 2.99234, 1.07385)
C (-0.68866, 3.88814, 0.75957)
O (0.30595, 3.25000, -0.01747)
C (0.01197, 3.26098, -1.40843)
H (-1.87881, -2.74913, 1.52655)
H (-0.12871, -2.51484, 1.74243)
H (-0.93150, -1.87953, 0.28870)
H (-3.27841, -0.76122, 1.70328)
H (-2.25697, 0.06489, 0.49987)
H (-2.48016, 0.89962, 3.42936)
H (-3.51274, 1.57586, 2.16203)
H (-2.70399, 3.60756, 1.42277)
H (-2.18141, 2.46571, 0.16565)
H (-0.21382, 4.20454, 1.68935)
H (-1.05386, 4.78262, 0.24040)
H (-0.05474, 4.28875, -1.77868)
H (-0.90697, 2.71746, -1.63674)
H (0.82693, 2.75162, -1.91873)
O (1.33301, -2.13697, -1.05063)
C (1.18821, -2.33294, -2.24838)
C (0.41486, -1.55495, -3.20052)
C (0.48608, -1.99077, -4.52201)
C (-0.19188, -1.34188, -5.52486)
C (-0.98709, -0.22021, -5.22725)
C (-1.09285, 0.22594, -3.94555)
C (-0.40530, -0.40882, -2.84805)
O (-0.52694, 0.02710, -1.67726)
N (-0.08823, -1.81337, -6.88543)
O (-0.69652, -1.20469, -7.75232)
O (0.60275, -2.79528, -7.10908)
H (1.67466, -3.22208, -2.69803)
H (1.09159, -2.85403, -4.76982)
H (-1.50667, 0.26618, -6.04148)
H (-1.70828, 1.08149, -3.69836)
C (4.13189, -2.70530, 4.25359)
O (3.05443, -1.89331, 4.73308)
C (2.64512, -0.93562, 3.88637)
O (3.12565, -0.73666, 2.79683)
N (1.62370, -0.23473, 4.46090)
N (0.93677, 0.72285, 3.72114)
H (4.32377, -3.42618, 5.04169)
H (5.01311, -2.09446, 4.06952)
H (3.84734, -3.21269, 3.33390)
H (1.22371, -0.60967, 5.30689)
H (0.89115, 1.60081, 4.21788)
H (0.00940, 0.40129, 3.46015)